182
Properties=species:S:1:pos:R:3:forces:R:3 method="wB97M-V/def2-TZVPD" total_charge=+1 homo_lumo_gap_ev=8.01 e_homo_ev=-10.410
C 4.7981 2.7241 -3.4985 -0.310 2.601 1.231
C 3.7837 3.0072 -2.3635 0.603 -1.077 -0.206
C 4.3576 3.4443 -1.0081 0.078 0.018 -0.602
C 3.2204 3.8480 -0.0719 0.626 0.995 -0.585
N 3.6254 3.8955 1.3651 -0.780 -0.482 0.945
C 2.4364 4.4231 2.1793 -0.597 -0.235 -0.629
C 2.5712 3.8711 3.5652 0.753 0.916 0.890
C 3.3208 2.5562 3.4082 -0.076 -0.342 -1.002
C 3.8049 2.4915 1.9310 -0.060 0.182 0.819
C 4.8595 4.7174 1.5668 0.563 -0.802 -0.647
H 4.2800 2.1675 -4.2783 -0.048 0.581 -0.240
H 5.6198 2.0906 -3.1628 -0.587 2.444 0.357
H 5.1881 3.6582 -3.9018 -0.015 0.165 -0.139
H 3.3479 2.0263 -2.1512 -0.612 0.206 -0.079
H 3.0322 3.6900 -2.7598 -0.212 -0.022 0.280
H 5.1149 4.2132 -1.1760 -0.218 0.333 0.240
H 4.9092 2.5989 -0.5883 -0.232 0.094 0.109
H 2.3315 3.2290 -0.2128 0.179 -0.391 0.445
H 2.8927 4.8715 -0.2806 0.086 0.031 -0.226
H 2.3341 5.4937 2.0047 0.370 0.105 0.362
H 1.5034 3.9736 1.8221 0.388 -0.289 -0.705
H 3.1822 4.5212 4.1965 -0.151 0.146 0.007
H 1.5990 3.7929 4.0470 -0.016 -0.169 -0.119
H 4.1971 2.5614 4.0509 -0.171 -0.365 0.222
H 2.6727 1.6965 3.5655 0.142 -0.021 0.257
H 4.8510 2.1966 1.9564 0.025 0.065 -0.667
H 3.2058 1.8374 1.3025 0.029 -0.128 0.171
H 5.2587 4.6732 2.5777 -0.773 0.364 0.298
H 4.7316 5.7069 1.1380 -0.152 0.148 0.390
H 5.6565 4.2252 1.0096 -0.140 0.039 -0.261
C -1.7601 4.2358 2.7872 0.175 -0.388 0.113
C -1.2744 5.6118 2.3449 -0.014 -0.348 -0.172
C -1.4326 5.9162 0.8538 0.435 0.283 0.166
C -0.4344 5.1258 0.0162 -0.688 0.243 -0.352
N -0.6688 5.2665 -1.4777 -0.095 -0.239 -0.297
C -1.9190 4.5132 -1.9655 0.994 -1.181 0.822
C -1.5414 3.9292 -3.3525 -1.196 1.489 -0.548
C -0.0312 4.1313 -3.5645 -0.830 0.101 0.347
C 0.4640 4.5705 -2.1962 0.434 0.029 -0.221
C -0.6770 6.7072 -1.9227 -0.649 -0.931 0.106
H -1.0578 3.4062 2.6618 0.307 0.228 -0.179
H -2.6378 3.9018 2.2297 -0.263 0.292 0.235
H -1.9662 4.2987 3.8557 -0.309 -0.235 -0.048
H -0.2193 5.7239 2.6160 -0.001 0.175 0.075
H -1.8316 6.3655 2.9011 0.073 0.089 -0.042
H -1.2435 6.9875 0.7490 -0.069 0.020 -0.253
H -2.4622 5.7314 0.5410 0.001 -0.139 -0.018
H -0.4829 4.0553 0.2355 0.149 -0.083 -0.082
H 0.5826 5.4935 0.1571 0.012 -0.013 0.201
H -2.7991 5.1311 -1.8117 0.052 0.190 -0.612
H -2.0233 3.6836 -1.2636 0.068 0.008 0.071
H -2.1042 4.5144 -4.0843 0.162 -0.034 -0.203
H -1.8800 2.9133 -3.5400 0.095 -0.175 0.636
H 0.1449 4.8586 -4.3544 0.148 0.077 0.075
H 0.3799 3.1670 -3.8543 0.214 1.197 0.205
H 1.2745 5.2961 -2.2639 0.163 -0.143 0.170
H 0.7431 3.6988 -1.6021 -0.142 0.019 0.091
H -1.5942 7.1806 -1.5826 0.070 0.040 0.081
H -0.6909 6.6610 -3.0091 0.233 0.366 -0.012
H 0.1951 7.1999 -1.5030 0.046 0.072 -0.198
C 1.3668 -0.1923 0.3056 -0.305 -0.081 -0.265
C 0.5855 1.1161 0.5137 0.170 -0.985 0.409
O 0.3937 1.4518 1.7047 0.200 0.770 -0.105
O 0.2074 1.7125 -0.5312 0.092 0.968 0.176
H 1.0728 -0.9612 1.0201 -0.022 0.148 0.158
H 2.4413 -0.0245 0.4280 0.011 0.025 -0.013
H 1.1994 -0.5971 -0.6935 0.017 0.217 0.141
C 3.0594 -1.7588 -1.9301 -0.801 0.423 -0.533
O 3.1327 -2.7868 -0.9657 0.382 0.640 -0.124
C 4.4321 -2.9478 -0.4314 -0.699 -1.243 0.495
C 4.7244 -1.9739 0.6999 1.262 0.053 0.162
O 5.1096 -0.6896 0.2331 -1.079 0.916 0.297
C 6.4111 -0.4698 -0.2024 0.707 -0.379 -0.353
C 6.4104 0.4058 -1.4415 0.209 -0.571 0.753
O 6.1385 -0.3899 -2.5709 0.444 0.896 0.291
C 5.9514 0.4227 -3.7173 -1.101 -3.486 -0.947
H 2.0075 -1.6526 -2.1987 0.099 -0.350 -0.261
H 3.6478 -1.9587 -2.8300 0.102 -0.293 0.044
H 3.3257 -0.7516 -1.5936 0.399 -0.209 0.414
H 5.1582 -3.0436 -1.2460 0.309 0.778 0.140
H 4.4247 -3.9660 -0.0238 -0.054 0.133 0.308
H 5.5021 -2.3194 1.3965 0.235 -0.423 -0.402
H 3.8908 -1.8325 1.3887 -0.477 -0.006 -0.596
H 6.9177 -1.4140 -0.4373 -0.038 0.023 -0.130
H 7.0442 0.0196 0.5522 -0.279 0.032 0.261
H 7.4008 0.8775 -1.4906 0.061 0.055 -0.353
H 5.6716 1.2034 -1.2913 0.013 -0.340 -0.193
H 6.7768 1.0958 -3.9551 0.199 -0.102 0.106
H 4.9986 0.9632 -3.6735 0.998 -2.338 -0.064
H 5.8149 -0.3230 -4.5035 0.442 0.146 -0.359
C -0.9511 -3.6128 1.1141 0.017 0.658 0.129
O -0.4320 -4.7693 0.5156 0.266 -0.049 -0.775
C -0.3017 -5.9259 1.3157 -0.786 0.660 0.287
C 0.4561 -7.0104 0.5975 1.308 0.270 -0.137
O -0.1110 -7.3545 -0.6314 -0.656 -0.178 -0.201
C 0.4557 -8.5119 -1.2216 0.086 0.236 0.627
C -0.2505 -8.7820 -2.5266 0.199 0.117 0.513
O 0.3570 -9.9206 -3.0993 -0.372 0.175 -0.280
C -0.3596 -10.3445 -4.2483 0.549 -0.152 0.031
H -1.1517 -2.8607 0.3486 0.216 -0.293 -0.368
H -0.2411 -3.1260 1.7900 0.014 -0.321 0.332
H -1.9150 -3.7238 1.6216 0.093 -0.488 0.205
H -1.3157 -6.2354 1.5946 0.026 -0.359 -0.012
H 0.2214 -5.6671 2.2446 0.167 -0.157 0.058
H 0.6338 -7.8743 1.2521 -0.623 -0.135 0.109
H 1.4862 -6.6625 0.4219 -0.018 0.303 -0.094
H 0.3373 -9.3533 -0.5313 0.044 -0.174 -0.074
H 1.5261 -8.3637 -1.3978 0.084 -0.013 -0.046
H -0.1500 -7.8795 -3.1383 -0.031 -0.128 -0.333
H -1.3136 -8.9409 -2.3220 -0.088 -0.102 -0.120
H -1.3393 -10.7408 -3.9729 -0.156 0.189 -0.070
H 0.2058 -11.1439 -4.7255 0.063 -0.032 0.140
H -0.4290 -9.5289 -4.9723 -0.288 0.053 0.001
C -10.7371 -0.6505 -2.3388 -0.240 0.024 0.803
O -9.9678 -0.0851 -1.2951 0.189 -0.364 0.279
C -9.4434 1.1883 -1.5323 1.458 0.042 0.288
C -8.7265 1.6569 -0.2490 0.317 -1.048 -0.444
O -7.4397 1.0138 -0.0820 -0.685 0.169 -0.212
C -6.9247 1.4215 1.1648 1.605 -0.946 -0.549
C -5.4708 0.9363 1.3643 -1.091 -0.184 -0.754
O -4.6596 1.5251 0.3810 0.076 0.559 -0.132
C -3.2753 1.3030 0.5120 0.353 0.473 0.272
H -11.7245 -0.1829 -2.2768 -0.062 -0.016 -0.668
H -10.8591 -1.7031 -2.0851 0.021 0.002 -0.049
H -10.2683 -0.5905 -3.3235 -0.032 0.285 -0.015
H -10.1915 1.9112 -1.8727 -0.125 0.025 0.182
H -8.6521 1.1109 -2.2900 -0.144 0.177 -0.291
H -9.3353 1.3135 0.5915 -0.242 0.599 0.140
H -8.4919 2.7230 -0.2611 -0.645 0.187 0.054
H -7.4871 0.9533 1.9780 -0.329 0.483 0.151
H -6.8648 2.5139 1.1855 -0.376 0.095 0.423
H -5.3846 -0.1464 1.2311 -0.246 -0.160 0.398
H -5.2786 1.2095 2.4084 0.745 0.078 -0.051
H -2.9280 1.7253 1.4607 0.158 -0.373 0.153
H -2.7419 1.8579 -0.2615 -0.266 0.022 -0.178
H -2.9483 0.2674 0.3855 -0.304 -0.161 0.217
C -6.9408 -1.4243 -2.5635 0.301 0.666 -0.934
O -5.5409 -1.6210 -2.7599 -0.418 0.016 0.882
C -4.9562 -1.8508 -1.4844 0.331 -1.137 -0.263
C -3.5037 -2.2658 -1.7133 -0.769 1.371 0.606
O -2.8809 -1.0325 -2.1074 0.415 -0.852 -0.366
C -1.5681 -1.2611 -2.5448 1.301 0.446 0.509
C -0.9357 0.0854 -2.9258 -1.336 0.053 -0.792
O 0.4010 -0.0634 -3.3176 0.670 -0.322 0.021
C 1.0713 1.1696 -3.4758 -0.218 -0.790 1.036
H -7.3060 -0.8872 -3.4416 -0.005 -0.068 -0.081
H -7.1004 -0.7629 -1.7139 -0.260 -0.245 0.256
H -7.4928 -2.3651 -2.5136 0.088 -0.087 0.383
H -5.5108 -2.6421 -0.9652 0.077 -0.282 -0.075
H -5.0349 -0.9892 -0.8159 0.206 0.353 -0.310
H -3.4398 -3.0745 -2.4439 0.070 0.273 -0.380
H -3.0196 -2.6236 -0.8009 -0.141 -0.032 0.163
H -1.5202 -2.0061 -3.3448 -0.091 0.223 -0.279
H -0.9250 -1.6561 -1.7442 -0.203 -0.200 0.217
H -1.0495 0.8169 -2.1179 0.105 -0.295 0.100
H -1.5040 0.4470 -3.7969 -0.091 0.235 -0.029
H 2.0889 0.9610 -3.7991 -0.099 -0.030 -0.562
H 1.1673 1.6432 -2.4890 -0.252 0.091 -0.138
H 0.5053 1.8384 -4.1305 0.391 -0.982 -0.494
C 5.0678 -1.7083 5.7618 1.158 -0.807 -0.008
O 3.6958 -1.9187 5.7560 -1.063 -0.206 0.271
C 3.0940 -1.3189 4.6226 0.072 0.053 -0.062
C 1.5708 -1.4263 4.4582 0.380 0.332 0.005
O 1.0857 -2.7433 4.3769 -0.067 0.410 0.277
C 0.6178 -3.2582 5.6000 -0.282 -0.784 0.554
C -0.3167 -4.4084 5.3070 -0.658 -0.478 -0.286
O -1.3749 -3.9912 4.4537 0.055 0.428 -0.099
C -2.2606 -5.0570 4.1992 0.627 -0.503 0.139
H 5.5454 -2.2535 6.5790 -0.491 0.100 0.308
H 5.3811 -0.6621 5.8566 -0.269 0.121 -0.198
H 5.5413 -2.1766 4.8868 -0.089 0.407 -0.307
H 3.5106 -1.7713 3.7145 0.250 0.062 -0.014
H 3.3924 -0.2646 4.6831 -0.272 0.204 -0.501
H 1.3515 -0.9490 3.4984 0.138 -0.021 -0.142
H 1.0082 -0.8172 5.1708 0.092 -0.245 0.412
H 0.0688 -2.5609 6.2424 0.041 0.557 -0.491
H 1.4485 -3.6140 6.2195 0.058 -0.113 -0.064
H -0.8014 -4.8189 6.2000 0.392 0.237 0.465
H 0.2193 -5.2622 4.8756 0.125 0.092 -0.340
H -3.0509 -4.7971 3.4988 0.088 0.444 0.095
H -2.6977 -5.4287 5.1321 -0.130 -0.012 0.000
H -1.6751 -5.8625 3.7447 -0.239 -0.273 0.048